No. 1
This record from the Open Molecules 2025 dataset describes the ion CH4NO3 with charge -1. The level of theory is wB97M-V/def2-TZVPD.

Properties
net charge = -1
energy above the lowest of the compared OMol25 structures with the same formula, charge and spin = 93.4 kcal/mol
gap between HOMO and LUMO = 8.20 eV
structure (SMILES) = [O-][C@H](O)NO

Last columns: bonded neighbours and bond lengths (Å).
Geometry (Å):
1 O -0.13236 1.18795 -0.86444  C2 1.295
2 C 0.46094 0.67332 0.16474  O1 1.295, O3 1.427, N4 1.717, H6 1.127
3 O 1.67792 -0.05885 0.02712  C2 1.427, H7 0.922
4 N -0.47141 -0.69860 0.60896  C2 1.717, O5 1.449, H8 0.981
5 O -1.29480 -0.97066 -0.55226  N4 1.449, H9 0.985
6 H 0.72235 1.24859 1.09787  C2 1.127
7 H 1.43196 -0.77149 -0.50369  O3 0.922
8 H -1.19904 -0.39760 1.19461  N4 0.981
9 H -1.19557 -0.21265 -1.17292  O5 0.985

These are the Mulliken partial charges, in e, on atoms 1 to 4: atom 1 (O): -0.8542, atom 2 (C): 0.1594, atom 3 (O): -0.4697, atom 4 (N): -0.4870

---

No. 2
This record from the Open Molecules 2025 dataset describes a cluster of 6 separate species, C2H16NO5 in total. The level of theory is wB97M-V/def2-TZVPD.

Properties
net charge = +1
energy above the lowest of the compared OMol25 structures with the same formula, charge and spin = 20.3 kcal/mol
gap between HOMO and LUMO = 10.70 eV

Last columns: bonded neighbours and bond lengths (Å).
Geometry (Å):
1 C -2.34796 0.59178 1.37602  N3 1.470, H4 1.062, H5 1.081, H6 1.083
2 C -1.69562 -1.72824 1.33113  N3 1.254, H7 1.086, H8 1.084
3 N -1.38570 -0.51462 1.27392  C1 1.470, C2 1.254, H9 1.041
4 H -2.87225 0.53415 2.29804  C1 1.062
5 H -3.06794 0.53182 0.57164  C1 1.081
6 H -1.79854 1.52561 1.37731  C1 1.083
7 H -2.68405 -2.08588 1.60546  C2 1.086
8 H -0.99430 -2.53299 1.14298  C2 1.084
9 H -0.44570 -0.24606 0.91496  N3 1.041
10 H 1.71254 -0.86714 0.31833  O12 0.965
11 H 1.85961 -1.05100 1.84834  O12 0.964
12 O 1.23488 -0.81079 1.15525  H10 0.965, H11 0.964
13 H 1.17801 1.57341 -0.91234  O15 0.973
14 H 2.23874 2.42393 -1.67754  O15 0.963
15 O 1.99748 1.52377 -1.43491  H13 0.973, H14 0.963
16 H 3.32286 -0.27347 -1.52912  O18 0.968
17 H 2.79073 -1.37023 -2.34550  O18 0.965
18 O 2.81534 -1.09080 -1.42232  H16 0.968, H17 0.965
19 H -0.44679 2.68771 0.10378  O21 0.966
20 H -0.83906 1.49821 -0.77801  O21 0.967
21 O -0.43967 1.72258 0.07334  H19 0.966, H20 0.967
22 H -0.69338 -0.79426 -2.22870  O24 0.962
23 H 0.75357 -0.63420 -1.63456  O24 0.969
24 O -0.19279 -0.61330 -1.42749  H22 0.962, H23 0.969

These are the Mulliken partial charges, in e, on atoms 1 to 4: atom 1 (C): -0.9496, atom 2 (C): -0.1880, atom 3 (N): 0.1803, atom 4 (H): 0.4463

---

No. 3
This record from the Open Molecules 2025 dataset describes an isolated molecule of C5H4FNO. The level of theory is wB97M-V/def2-TZVPD.

Properties
net charge = 0
energy above the lowest of the compared OMol25 structures with the same formula, charge and spin = 54.8 kcal/mol
gap between HOMO and LUMO = 11.15 eV
structure (SMILES) = C=C(F)[C@H]1O[C@@H]1C#N

Last columns: bonded neighbours and bond lengths (Å).
Geometry (Å):
1 C 1.99286 -0.69141 0.22752  C2 1.334, H9 1.101, H10 1.124
2 C 1.27289 0.36550 -0.15376  C1 1.334, F3 1.371, C4 1.491
3 F 1.74421 1.65239 -0.11811  C2 1.371
4 C -0.16200 0.31432 -0.55655  C2 1.491, O5 1.452, C6 1.463, H11 1.098
5 O -0.77201 -0.99702 -0.68341  C4 1.452, C6 1.409
6 C -1.20741 -0.15101 0.35557  C4 1.463, O5 1.409, C7 1.457, H12 1.108
7 C -2.51504 0.47775 0.22185  C6 1.457, N8 1.153
8 N -3.59579 0.76077 -0.06325  C7 1.153
9 H 3.01835 -0.58001 0.61117  C1 1.101
10 H 1.55473 -1.72503 0.16331  C1 1.124
11 H -0.42946 0.97081 -1.39568  C4 1.098
12 H -0.90132 -0.39704 1.39134  C6 1.108

These are the Mulliken partial charges, in e, on atoms 1 to 4: atom 1 (C): -0.7235, atom 2 (C): 0.2765, atom 3 (F): -0.2431, atom 4 (C): -0.0735

---

No. 4
This record from the Open Molecules 2025 dataset describes a cluster of 10 separate species, C5H30N2O12 in total. The level of theory is wB97M-V/def2-TZVPD.

Properties
net charge = 0
energy above the lowest of the compared OMol25 structures with the same formula, charge and spin = 52.4 kcal/mol
gap between HOMO and LUMO = 9.19 eV
structure (SMILES) = NC(N)=O.OCCO.OCCO.O.O.O.O.O.O.O

Last columns: bonded neighbours and bond lengths (Å).
Geometry (Å):
1 N 12.65649 21.23456 10.43123  C2 1.286, H5 1.010, H6 1.010
2 C 12.79848 20.20992 11.19600  N1 1.286, N3 1.314, O4 1.214
3 N 13.94308 19.57768 11.06755  C2 1.314, H7 1.010, H8 1.010
4 O 11.96007 19.87537 12.00715  C2 1.214
5 H 11.82468 21.80388 10.49501  N1 1.010
6 H 13.27963 21.40788 9.65550  N1 1.010
7 H 13.99124 18.80696 11.71852  N3 1.010
8 H 14.50621 19.59213 10.22923  N3 1.010
9 O 16.81774 22.91806 12.43426  C10 1.439, H13 0.960
10 C 15.54969 22.30065 12.14862  O9 1.439, C11 1.572, H14 1.090, H15 1.090
11 C 14.39038 23.06462 12.88520  C10 1.572, O12 1.416, H16 1.090, H17 1.090
12 O 14.64918 24.45529 12.81264  C11 1.416, H18 0.960
13 H 16.60733 23.85336 12.48484  O9 0.960
14 H 15.49072 22.29202 11.06024  C10 1.090
15 H 15.57815 21.29443 12.56674  C10 1.090
16 H 14.40741 22.81502 13.94609  C11 1.090
17 H 13.42189 22.79098 12.46659  C11 1.090
18 H 13.80907 24.83323 13.08276  O12 0.960
19 O 12.45860 18.37147 7.85738  C20 1.462, H23 0.960
20 C 11.55880 19.47458 7.52428  O19 1.462, C21 1.499, H24 1.090, H25 1.090
21 C 11.52610 19.43038 6.02580  C20 1.499, O22 1.397, H26 1.090, H27 1.090
22 O 12.69609 19.79964 5.35848  C21 1.397, H28 0.960
23 H 13.36981 18.67184 7.88979  O19 0.960
24 H 10.60874 19.23610 8.00241  C20 1.090
25 H 11.96143 20.41080 7.91092  C20 1.090
26 H 10.77916 20.11332 5.62110  C21 1.090
27 H 11.36415 18.48626 5.50569  C21 1.090
28 H 13.19128 18.99426 5.19191  O22 0.960
29 O 15.87663 24.43616 9.34351  H30 0.957, H31 0.957
30 H 15.63325 25.33450 9.56706  O29 0.957
31 H 16.09532 24.03086 10.18263  O29 0.957
32 O 13.30114 23.62602 6.49793  H33 0.957, H34 0.957
33 H 12.56066 23.99730 6.97758  O32 0.957
34 H 13.65558 22.95724 7.08388  O32 0.957
35 O 16.43987 25.20771 6.90608  H36 0.957, H37 0.957
36 H 16.67071 26.12516 7.05181  O35 0.957
37 H 16.44155 24.81803 7.78037  O35 0.957
38 O 14.20162 21.97193 8.23651  H39 0.957, H40 0.957
39 H 14.41481 21.05674 8.05428  O38 0.957
40 H 15.00500 22.33604 8.60830  O38 0.957
41 O 14.92374 19.40954 8.06584  H42 0.957, H43 0.957
42 H 15.73659 19.39729 8.57118  O41 0.957
43 H 15.14838 18.98172 7.23956  O41 0.957
44 O 17.24448 21.71578 5.75433  H45 0.957, H46 0.957
45 H 17.02268 21.42994 6.64051  O44 0.957
46 H 18.17670 21.92874 5.79712  O44 0.957
47 O 17.42528 21.84374 8.74332  H48 0.957, H49 0.957
48 H 17.88800 21.47027 9.49341  O47 0.957
49 H 17.98118 22.56746 8.45449  O47 0.957

These are the Mulliken partial charges, in e, on atoms 1 to 4: atom 1 (N): 0.0416, atom 2 (C): 0.4894, atom 3 (N): -0.1476, atom 4 (O): -0.7363

---

Number 1: highest occupied orbital energy -0.1309 Eh, lowest unoccupied orbital energy 4.6 eV. Number 2: highest occupied orbital energy -0.5337 Eh, lowest unoccupied orbital energy -3.8 eV. Number 3: highest occupied orbital energy -0.3815 Eh, lowest unoccupied orbital energy 0.8 eV. Number 4: highest occupied orbital energy -0.3555 Eh, lowest unoccupied orbital energy -0.5 eV.